Computed, not measured: a structure of composition C46H44Ge3NRe, with ωB97M-V with the def2-TZVPD basis set.

Results
**HOMO (spin up / spin down)**: -15.66 / -15.66 eV
**Electronic energy**: -221556.512 eV
**F_max**: 0.94 eV/A
**Kohn-Sham gap (spin up / spin down)**: 5.38 / 5.36 eV
**E_LUMO (spin up / spin down)**: -0.3777 / -0.3788 Eh
**Spin multiplicity**: 2
**Net charge**: +3

The geometry in XYZ format:
```
95
C46H44Ge3NRe | the Open Molecules 2025 dataset | ωB97M-V with the def2-TZVPD basis set
Re -0.33 -0.65 0.17
Ge -0.47 2.38 2.35
Ge 0.92 -1.58 -4.73
Ge -0.32 -1.40 -2.46
N 0.45 -2.03 1.60
C 4.29 -0.31 -1.26
C 0.33 5.62 -0.18
C 2.03 1.33 6.20
C 0.42 3.71 1.29
C -1.21 -2.76 -1.37
C 0.86 0.59 4.25
C -2.71 -3.61 0.37
C -1.72 2.56 -2.03
C -0.49 -2.40 -5.74
C 1.72 5.69 -0.17
C -3.26 2.46 1.62
C -3.61 1.04 -2.06
C -2.54 -4.90 -0.13
C 1.00 2.94 4.74
C 1.73 2.65 5.88
C -4.62 2.66 1.85
C -1.70 -5.13 -1.21
C 2.03 -5.42 -0.35
C -0.36 0.74 1.15
C -0.86 1.49 -1.91
C 1.27 0.28 -5.02
C -3.09 2.34 -2.10
C 1.59 0.30 5.39
C -2.33 2.67 2.63
C 3.52 0.85 -1.19
C 0.55 1.91 3.91
C -2.76 -0.04 -1.91
C 2.44 -2.68 -4.33
C 2.42 -1.66 -0.51
C 1.62 -0.48 -0.44
C -1.02 -4.08 -1.81
C 1.01 -3.20 0.90
C -1.35 0.16 -1.82
C 1.14 -5.58 0.70
C 1.92 -3.01 -0.13
C -4.13 3.27 4.13
C -0.32 4.63 0.55
C 1.81 3.80 1.31
C 0.62 -4.46 1.32
C -5.05 3.07 3.11
C -2.77 3.07 3.90
C 3.75 -1.54 -0.91
C 2.41 -4.15 -0.76
C 2.46 4.79 0.58
C 2.21 0.77 -0.76
C -2.05 -2.56 -0.25
H 2.14 -3.64 -3.90
H -4.68 0.88 -2.14
H 3.12 -4.04 -1.57
H 0.79 3.98 4.50
H 1.17 -1.55 2.14
H -0.25 6.35 -0.74
H -1.41 4.60 0.56
H -3.37 -3.43 1.21
H 2.95 -2.87 -5.27
H 0.86 -6.57 1.04
H -1.33 3.57 -2.08
H 0.37 0.88 -4.94
H 2.03 0.64 -4.31
H 4.39 -2.41 -0.90
H -2.93 2.14 0.63
H 1.65 1.68 -0.63
H 5.33 -0.25 -1.56
H 0.21 1.67 -1.91
H -0.37 -4.28 -2.66
H -1.57 -6.14 -1.59
H 2.07 3.45 6.52
H -0.25 -2.35 2.27
H -5.34 2.49 1.06
H 2.40 3.12 1.92
H -4.47 3.58 5.10
H 0.48 -0.22 3.63
H -0.75 -3.38 -5.35
H -3.76 3.18 -2.20
H 2.60 1.11 7.09
H 1.81 -0.73 5.66
H -3.18 -1.03 -1.93
H 2.45 -6.29 -0.84
H -3.07 -5.73 0.32
H -1.37 -1.76 -5.81
H -2.34 -1.55 0.11
H -0.10 -2.54 -6.76
H 3.12 -2.16 -3.66
H 3.54 4.87 0.62
H 1.67 0.39 -6.03
H -6.10 3.23 3.29
H 3.95 1.81 -1.42
H -2.07 3.23 4.70
H 2.22 6.48 -0.71
H -0.08 -4.57 2.15
```